Density functional theory data (wB97M-V/def2-TZVPD) for C63H56BaO5P2S2 as an isolated structure at a distorted geometry.

Output
2S+1	1
max |F|	5.258	eV/A
net charge	+2
calculated total energy	-117409.6000	eV
Kohn-Sham gap	8.041	eV
LUMO	-4.16	eV
HOMO level	-0.4484	Ha

CARTESIAN COORDINATES (ANGSTROEM)
1 Ba 0.450 -0.940 -0.934
2 S -2.429 -0.920 -1.157
3 S 0.009 1.920 -0.329
4 P 1.870 -0.797 2.034
5 P 3.652 -1.737 -0.265
6 O 0.659 -0.745 1.174
7 O -0.368 0.988 -1.446
8 O 2.543 -1.485 -1.225
9 O -0.109 -3.299 -0.874
10 O -3.111 -1.486 0.009
11 C -4.487 -3.219 -3.788
12 C 0.103 -1.515 3.994
13 C -3.643 0.463 4.182
14 C -2.943 -1.844 -2.602
15 C -2.208 -1.641 -3.759
16 C -0.289 -1.977 5.239
17 C -3.639 3.932 0.163
18 C 6.434 -5.185 -1.385
19 C -2.534 1.375 0.736
20 C -4.026 0.865 -2.705
21 C -5.481 0.177 2.659
22 C 4.493 -3.863 -1.886
23 C -1.428 5.049 -2.473
24 C -0.690 1.642 2.276
25 C 0.614 -5.405 -0.071
26 C 4.688 -3.150 -0.710
27 C 2.411 -1.617 4.679
28 C -2.647 -2.192 -4.949
29 C 6.683 1.684 -0.188
30 C -3.185 1.605 -0.567
31 C -0.471 3.556 -0.881
32 C 1.451 -1.327 3.711
33 C -0.357 5.908 -0.505
34 C -1.410 7.531 -2.082
35 C -5.048 5.339 -1.190
36 C 2.715 0.813 2.025
37 C 5.058 0.340 -1.324
38 C 2.982 -2.116 1.400
39 C 0.611 -4.461 -1.282
40 C -0.057 4.624 -0.098
41 C -4.941 0.099 3.951
42 C -1.190 -3.816 -0.097
43 C 2.863 1.469 0.807
44 C -4.678 2.055 -2.876
45 C 5.984 1.366 -1.342
46 C -0.563 -4.899 0.780
47 C 3.706 2.691 3.147
48 C 3.875 3.330 1.929
49 C -4.576 3.089 -1.921
50 C -1.208 1.646 0.968
51 C -1.131 3.758 -2.077
52 C -3.810 -2.963 -4.979
53 C 2.015 -2.093 5.918
54 C 3.445 2.724 0.757
55 C -4.716 0.603 1.610
56 C 0.668 -2.270 6.198
57 C 5.360 -4.894 -2.211
58 C 6.464 0.971 0.980
59 C -3.796 2.874 -0.757
60 C 5.765 -3.447 0.119
61 C 4.818 -0.358 -0.145
62 C -5.223 4.330 -2.095
63 C -4.069 -2.651 -2.599
64 C 6.643 -4.457 -0.222
65 C -1.060 6.135 -1.688
66 C 3.134 1.430 3.198
67 C -4.233 5.142 -0.064
68 C -3.369 0.967 1.812
69 C -2.828 0.906 3.122
70 C 5.536 -0.054 1.004
71 C -1.488 1.305 3.330
72 C -4.352 -3.474 -6.271
73 C -3.293 0.634 -1.531
74 H 3.003 0.931 4.146
75 H 0.366 -2.644 7.165
76 H -3.037 3.786 1.047
77 H -1.337 -2.115 5.454
78 H -1.639 -3.002 0.471
79 H 2.536 0.995 -0.110
80 H 7.412 2.479 -0.203
81 H 1.611 -4.151 -1.585
82 H -0.629 -1.296 3.229
83 H 3.677 -3.598 -2.546
84 H -1.945 -4.242 -0.774
85 H -3.212 0.407 5.172
86 H -5.857 4.465 -2.957
87 H 3.774 -2.351 2.109
88 H -5.563 -0.244 4.762
89 H 4.511 0.063 -2.217
90 H 4.335 4.306 1.894
91 H 7.493 -4.669 0.408
92 H -6.507 -0.109 2.495
93 H -5.131 0.644 0.615
94 H -1.401 2.909 -2.687
95 H 0.473 -6.440 -0.370
96 H 6.175 1.906 -2.256
97 H -1.951 5.212 -3.403
98 H 1.553 -5.340 0.479
99 H -0.044 6.751 0.091
100 H 0.343 1.933 2.421
101 H -1.279 -5.682 1.017
102 H -5.365 -3.847 -3.805
103 H 5.921 -2.873 1.020
104 H 4.021 3.177 4.058
105 H -3.649 -3.317 -7.083
106 H -2.107 -2.004 -5.865
107 H 7.029 1.206 1.869
108 H 5.207 -5.461 -3.116
109 H -5.277 2.223 -3.758
110 H -1.774 7.579 -3.104
111 H 7.123 -5.972 -1.650
112 H -2.190 7.911 -1.422
113 H -5.540 6.290 -1.326
114 H -4.096 0.099 -3.461
115 H 0.495 4.437 0.813
116 H -4.085 5.954 0.632
117 H 5.367 -0.602 1.919
118 H -0.215 -4.462 1.717
119 H -1.319 -1.005 -3.722
120 H -1.110 1.345 4.340
121 H 0.098 -4.931 -2.132
122 H 3.463 -1.476 4.472
123 H -4.603 -2.807 -1.674
124 H 3.560 3.232 -0.190
125 H 2.347 -3.005 1.282
126 H -4.589 -4.533 -6.207
127 H 2.758 -2.333 6.665
128 H -5.274 -2.943 -6.510
129 H -0.548 8.188 -1.986

Results of the Löwdin charge analysis, in e, for atoms 1 through 99: 2.139, 0.880, 1.038, 0.778, 0.750, -0.677, -0.889, -0.666, -0.429, -0.440, -0.011, -0.072, -0.020, -0.400, -0.094, -0.048, -0.005, -0.048, -0.150, -0.027, -0.038, -0.070, -0.010, -0.080, -0.127, -0.274, -0.088, -0.020, -0.049, -0.168, -0.354, -0.272, -0.021, -0.031, -0.054, -0.288, -0.068, -0.242, -0.173, -0.070, -0.048, -0.201, -0.159, 0.009, -0.052, -0.123, -0.046, -0.043, -0.152, -0.297, -0.056, -0.257, -0.054, -0.059, 0.006, -0.045, -0.054, -0.051, -0.113, -0.077, -0.305, -0.015, -0.044, -0.051, -0.258, -0.061, -0.052, -0.097, -0.143, -0.090, -0.014, -0.036, -0.249, 0.103, 0.117, 0.124, 0.114, 0.094, 0.063, 0.117, 0.098, 0.101, 0.103, 0.139, 0.116, 0.119, 0.075, 0.113, 0.118, 0.120, 0.116, 0.115, 0.126, 0.118, 0.118, 0.117, 0.125, 0.104, 0.124

***

Density functional theory data (wB97M-V/def2-TZVPD) for an isolated ion of composition C3H9N4 and charge +1 at a distorted geometry.

Output
2S+1	1
max |F|	4.139	eV/A
net charge	+1
ΔE to the lowest compared entry with this formula, charge and spin	3.1536	eV
calculated total energy	-9208.4679	eV
Kohn-Sham gap	9.628	eV
LUMO	-3.72	eV
HOMO level	-0.4904	Ha

CARTESIAN COORDINATES (ANGSTROEM)
1 N 0.253 0.259 -1.575
2 N 0.096 -1.077 0.316
3 N 0.139 -0.295 1.477
4 N -1.617 1.727 -1.809
5 C 0.116 -0.837 -0.956
6 C 1.023 -0.775 2.523
7 C -0.266 1.259 -2.145
8 H -2.332 1.015 -1.645
9 H 0.029 -1.702 -1.729
10 H 1.894 -1.341 2.231
11 H -1.786 2.713 -1.899
12 H 1.298 0.117 3.104
13 H 0.036 -2.049 0.629
14 H 0.473 -1.559 3.073
15 H 0.249 1.844 -2.908
16 H 0.395 0.703 1.314

Want to see where the charge sits? The Löwdin charges in e are: 0.107, 0.046, -0.066, 0.110, -0.154, -0.086, -0.098, 0.108, 0.201, 0.080, 0.089, 0.105, 0.178, 0.093, 0.142, 0.146

***

Density functional theory data (wB97M-V/def2-TZVPD) for C33H26BrCl5IrN4O2P as an isolated structure at a distorted geometry.

Output
2S+1	2
max |F|	2.461	eV/A
net charge	+3
calculated total energy	-189454.9138	eV
Kohn-Sham gap (spin up / spin down)	6.212 / 5.683	eV
LUMO (spin up / spin down)	-10.17 / -10.70	eV
HOMO level (spin up / spin down)	-0.6022 / -0.6020	Ha

CARTESIAN COORDINATES (ANGSTROEM)
1 Ir -0.386 -0.886 0.618
2 Br 0.804 1.432 3.095
3 Cl -1.257 -4.211 -5.814
4 Cl -0.797 -3.606 0.359
5 Cl -1.617 -1.425 -4.458
6 Cl -0.599 -6.684 -4.054
7 Cl -0.322 -6.417 -0.971
8 P -0.575 1.593 -0.045
9 O -1.146 -1.474 -1.564
10 O -0.977 -1.205 7.114
11 N -0.674 -0.927 3.004
12 N 1.823 -1.404 0.512
13 N 3.987 -1.503 0.886
14 N -2.802 -0.321 0.548
15 C -0.841 -3.801 -1.339
16 C -0.070 6.126 0.509
17 C -2.150 1.491 -0.949
18 C 2.099 1.502 -0.598
19 C -1.084 -4.035 -4.122
20 C 1.868 0.416 -3.142
21 C -4.524 1.250 -2.347
22 C -0.147 -0.032 3.848
23 C -1.327 -1.953 3.573
24 C 3.119 0.719 -2.619
25 C -4.254 0.378 -1.305
26 C 0.424 4.106 -0.685
27 C -0.246 -0.089 5.215
28 C 2.370 -2.326 -0.332
29 C -0.989 4.036 1.277
30 C 3.233 1.286 -1.354
31 C -0.349 3.377 0.227
32 C -2.433 2.373 -1.986
33 C -0.775 -5.168 -3.334
34 C 5.282 -1.218 1.448
35 C 0.837 1.191 -1.125
36 C -0.918 -1.174 5.808
37 C -3.618 2.244 -2.689
38 C 0.568 5.470 -0.535
39 C -0.665 -5.040 -1.919
40 C 0.721 0.640 -2.400
41 C 2.833 -0.927 1.228
42 C -0.845 5.405 1.411
43 C -1.243 -2.790 -3.524
44 C -3.077 0.508 -0.578
45 C 3.714 -2.394 -0.105
46 C -1.466 -2.124 4.931
47 C -1.088 -2.605 -2.096
48 H -1.577 3.484 1.994
49 H 4.203 1.551 -0.964
50 H 0.876 3.608 -1.530
51 H -0.253 0.424 -2.809
52 H 0.183 0.672 5.846
53 H -3.830 2.918 -3.504
54 H 1.786 0.021 -4.141
55 H -1.763 -2.671 2.896
56 H 5.377 -0.154 1.660
57 H -5.460 1.172 -2.877
58 H 5.433 -1.779 2.373
59 H 2.759 -0.172 1.984
60 H -1.422 -1.976 7.497
61 H 4.005 0.519 -3.198
62 H 1.157 6.021 -1.252
63 H -1.323 5.920 2.230
64 H 2.169 1.941 0.388
65 H -3.457 -1.099 0.583
66 H 6.058 -1.508 0.743
67 H 0.024 7.197 0.601
68 H -2.005 -2.978 5.311
69 H 1.784 -2.868 -1.046
70 H -4.977 -0.378 -1.034
71 H -2.906 0.204 1.414
72 H 4.465 -3.015 -0.550
73 H -1.725 3.148 -2.237

Want to see where the charge sits? The Löwdin charges in e are: 1.061, 0.884, 0.794, 0.808, 0.844, 0.863, 0.802, 1.076, -0.121, 0.169, -0.085, -0.061, -0.097, 0.049, -0.583, -0.017, -0.294, -0.142, -0.677, -0.041, -0.018, -0.681, -0.126, -0.031, 0.001, -0.080, -0.006, -0.117, -0.100, -0.050, -0.365, -0.041, -0.650, 0.023, -0.415, -0.279, -0.025, -0.030, -0.671, -0.090, -0.162, -0.038, -0.568, -0.332, -0.010, 0.048, -0.431, 0.101, 0.121, 0.112, 0.066, 0.133, 0.127, 0.117, 0.090, 0.106, 0.129, 0.113, 0.085, 0.159, 0.121, 0.125, 0.123, 0.090, 0.121, 0.110, 0.127, 0.136, 0.098, 0.127, 0.112, 0.141, 0.120

***

Density functional theory data (wB97M-V/def2-TZVPD) for C6H9NO in the gas phase at a distorted geometry.

Output
2S+1	1
max |F|	7.291	eV/A
ΔE to the lowest compared entry with this formula, charge and spin	5.7225	eV
calculated total energy	-9899.8816	eV
Kohn-Sham gap	9.726	eV
LUMO	1.02	eV
HOMO level	-0.3200	Ha

CARTESIAN COORDINATES (ANGSTROEM)
1 O -1.224 -1.194 0.759
2 N 0.553 -1.374 -1.335
3 C 1.028 0.122 0.875
4 C -0.957 0.896 -0.479
5 C 1.221 -0.243 -0.621
6 C 0.605 1.168 -0.278
7 C -1.512 0.220 0.836
8 C -0.280 -0.397 1.613
9 H -0.356 -1.484 -0.772
10 H -1.220 1.920 -0.979
11 H -1.289 0.146 -1.269
12 H 2.394 -0.227 -0.757
13 H 1.065 2.152 -0.693
14 H 0.168 -0.795 2.671
15 H 0.567 -1.239 -2.261
16 H -2.612 0.093 1.236
17 H 1.850 0.237 1.453

Want to see where the charge sits? The Löwdin charges in e are: -0.143, 0.048, -0.124, -0.120, -0.279, -0.138, -0.181, -0.105, 0.073, 0.127, 0.114, 0.152, 0.144, 0.182, 0.006, 0.170, 0.074

***

Density functional theory data (wB97M-V/def2-TZVPD) for C4H8FNOS in the gas phase at a distorted geometry.

Output
2S+1	1
max |F|	2.011	eV/A
ΔE to the lowest compared entry with this formula, charge and spin	1.8927	eV
calculated total energy	-21365.7876	eV
Kohn-Sham gap	9.393	eV
LUMO	0.69	eV
HOMO level	-0.3197	Ha

CARTESIAN COORDINATES (ANGSTROEM)
1 S 0.865 2.136 -0.434
2 F 2.886 -1.251 0.030
3 O -0.776 -0.390 -1.154
4 N 0.467 -0.492 -0.596
5 C 1.257 0.574 -0.325
6 C -2.007 0.505 0.709
7 C 2.637 0.131 0.170
8 C -1.830 -0.725 -0.231
9 H -2.761 -0.860 -0.909
10 H 0.913 -1.387 -0.774
11 H -2.123 1.344 -0.030
12 H 3.379 0.621 -0.446
13 H -1.711 -1.714 0.205
14 H 2.816 0.417 1.198
15 H -2.900 0.349 1.315
16 H -1.114 0.740 1.273

Want to see where the charge sits? The Löwdin charges in e are: 0.714, -0.070, -0.142, -0.031, -0.816, -0.087, -0.172, -0.220, 0.144, 0.157, 0.080, 0.111, 0.104, 0.118, 0.070, 0.043

***

Density functional theory data (wB97M-V/def2-TZVPD) for C5H8N2 in the gas phase at a distorted geometry.

Output
2S+1	1
max |F|	1.298	eV/A
ΔE to the lowest compared entry with this formula, charge and spin	3.2322	eV
calculated total energy	-8291.7642	eV
Kohn-Sham gap	9.568	eV
LUMO	0.65	eV
HOMO level	-0.3276	Ha

CARTESIAN COORDINATES (ANGSTROEM)
1 N 0.960 1.161 2.537
2 N 0.574 -1.534 0.357
3 C -0.269 -0.411 0.815
4 C 0.129 -2.364 -0.562
5 C -0.672 0.309 -0.504
6 C 0.425 0.459 1.787
7 C 0.234 1.464 -0.876
8 H -0.979 -2.196 -0.595
9 H -1.736 0.558 -0.511
10 H 1.576 -1.403 0.454
11 H 1.283 1.137 -0.856
12 H 0.125 2.316 -0.202
13 H 0.002 1.772 -1.898
14 H -0.515 -0.436 -1.286
15 H -1.137 -0.831 1.340

Want to see where the charge sits? The Löwdin charges in e are: 0.169, -0.103, -0.300, 0.014, -0.219, -0.177, -0.103, 0.014, 0.118, 0.121, 0.086, 0.076, 0.079, 0.077, 0.149